Formula: C3H5NO2
Source: OMol25
Level of theory: the ωB97M-V functional and the def2-TZVPD basis

Positions of all 11 atoms, in Å:
C (0.729, 1.242, 1.150)
C (0.638, -0.079, 1.200)
O (-0.453, -0.749, 0.660)
C (-0.407, -0.746, -0.711)
N (-1.645, -0.575, -1.374)
O (-0.582, 0.454, -1.366)
H (-0.073, 1.831, 0.717)
H (1.610, 1.755, 1.516)
H (1.382, -0.741, 1.637)
H (0.364, -1.403, -1.123)
H (-1.562, -0.988, -2.307)

Output
energy relative to the best compared isomer or geometry (same formula, charge and spin)	4.2657	eV
Kohn-Sham gap	11.01	eV
E_LUMO	0.996	eV
SMILES	C=CO[C@H]1NO1



Formula: C6H14BF3NO5
Source: OMol25
Level of theory: the ωB97M-V functional and the def2-TZVPD basis

Positions of all 30 atoms, in Å:
C (4.554, 1.297, -0.497)
C (3.616, 0.154, -0.946)
B (2.539, -0.252, 0.107)
O (2.088, 0.694, 1.007)
N (1.877, -1.592, 0.169)
C (1.016, -1.855, -0.933)
O (1.393, -2.132, -2.049)
O (-0.311, -1.830, -0.635)
C (-0.732, -0.680, 0.053)
C (-2.000, -0.170, -0.605)
O (-1.674, 0.209, -1.920)
C (-2.491, 1.032, 0.172)
F (-3.636, 1.538, -0.342)
F (-1.586, 2.022, 0.209)
F (-2.771, 0.703, 1.474)
H (5.568, 1.061, -0.779)
H (4.261, 2.217, -0.975)
H (4.518, 1.472, 0.567)
H (4.160, -0.693, -1.335)
H (3.050, 0.524, -1.800)
H (2.286, 0.452, 1.912)
H (2.572, -2.325, 0.134)
H (-0.016, 0.132, 0.033)
H (-0.920, -0.906, 1.098)
H (-2.767, -0.937, -0.632)
H (-1.962, 1.102, -2.101)
O (-5.646, -0.522, 2.101)
H (-6.145, -0.467, 2.940)
H (-4.727, -0.185, 2.201)
H (-6.114, -0.063, 1.373)

Output
Kohn-Sham gap	6.59	eV
E_LUMO	-5.276	eV
charge	+1



Formula: C4H7NO
Source: OMol25
Level of theory: the ωB97M-V functional and the def2-TZVPD basis

Positions of all 13 atoms, in Å:
C (-1.204, 0.194, 1.318)
N (-0.549, 0.313, 0.032)
C (-0.456, -0.700, -0.973)
C (0.756, -0.252, -0.214)
C (1.716, 0.723, -0.803)
O (2.915, 0.681, -0.663)
H (-2.277, 0.107, 1.153)
H (-1.031, 1.120, 1.877)
H (-0.876, -0.638, 1.958)
H (-0.762, -1.733, -0.800)
H (-0.595, -0.356, -1.997)
H (1.159, -0.986, 0.483)
H (1.212, 1.540, -1.364)

Output
energy relative to the best compared isomer or geometry (same formula, charge and spin)	2.3587	eV
Kohn-Sham gap	10.41	eV
E_LUMO	0.915	eV
SMILES	CN1C[C@H]1C=O